Here is a molecular structure, C36H48N4P2PrS3 in a non-equilibrium geometry from the Open Molecules 2025 dataset. Energies are from ωB97M-V/def2-TZVPD.

Output
HOMO level (spin up / spin down) ... -9.88 / -9.88 eV
Frontier orbital gap (spin up / spin down) ... 7.87 / 7.88 eV
LUMO level (spin up / spin down) ... -2.011 / -2.008 eV
Total charge ... +1
Spin multiplicity ... 3
Energy relative to the best compared isomer or geometry (same formula, charge and spin) ... 17.48 kcal/mol

Cartesian coordinates (Å):
Pr -0.774 -0.472 0.237
S -1.459 -2.138 2.348
P 0.498 -1.624 2.638
C 1.078 -0.183 1.853
P 0.332 1.273 2.452
S -1.554 1.719 1.809
C 1.340 2.620 1.745
C 1.826 2.480 0.447
C 2.549 3.501 -0.144
C 2.796 4.674 0.559
C 2.308 4.822 1.848
C 1.578 3.800 2.440
C 0.381 1.524 4.238
C 1.626 1.530 4.864
C 1.699 1.706 6.234
C 0.536 1.863 6.978
C -0.702 1.835 6.356
C -0.784 1.663 4.982
C 0.910 -1.855 4.389
C -0.048 -2.001 5.381
C 0.352 -2.243 6.688
C 1.700 -2.348 6.996
C 2.659 -2.188 6.005
C 2.267 -1.931 4.703
C 1.435 -2.972 1.832
C 1.462 -4.243 2.400
C 2.120 -5.279 1.757
C 2.757 -5.056 0.544
C 2.730 -3.794 -0.029
C 2.070 -2.754 0.612
H 1.668 1.546 -0.084
H 2.938 3.382 -1.148
H 3.377 5.465 0.104
H 2.492 5.736 2.397
H 1.185 3.920 3.441
H 2.524 1.408 4.268
H 2.662 1.710 6.728
H 0.598 2.009 8.048
H -1.607 1.945 6.940
H -1.741 1.654 4.476
H -1.098 -1.949 5.121
H -0.394 -2.358 7.464
H 2.003 -2.558 8.014
H 3.710 -2.259 6.251
H 3.002 -1.816 3.914
H 0.964 -4.416 3.347
H 2.135 -6.265 2.205
H 3.289 -5.861 0.054
H 3.244 -3.606 -0.963
H 2.098 -1.758 0.186
N -3.102 0.565 -0.748
C -4.014 -0.361 -1.443
C -3.959 -1.718 -0.758
N -2.581 -2.242 -0.822
H -3.497 0.783 0.164
H -3.071 1.454 -1.234
H -3.679 -0.466 -2.479
H -5.044 0.004 -1.455
H -4.682 -2.392 -1.224
H -4.227 -1.607 0.295
H -2.389 -2.560 -1.766
H -2.507 -3.058 -0.220
C 1.266 -1.052 -6.705
C 0.564 -2.408 -6.778
C -0.903 -2.408 -6.337
C -1.143 -2.043 -4.875
N -0.997 -0.608 -4.642
C -0.439 -0.024 -3.584
S 0.380 -0.910 -2.373
N -0.471 1.311 -3.519
C -0.899 2.195 -4.601
C -0.694 3.667 -4.220
C -1.970 4.378 -3.765
C -2.654 3.695 -2.582
H 2.226 -1.099 -7.217
H 1.458 -0.756 -5.673
H 0.670 -0.273 -7.187
H 1.117 -3.135 -6.178
H 0.583 -2.763 -7.810
H -1.300 -3.414 -6.483
H -1.483 -1.736 -6.979
H -0.445 -2.569 -4.230
H -2.160 -2.335 -4.592
H -1.391 -0.012 -5.356
H 0.085 1.725 -2.789
H -1.959 2.015 -4.812
H -0.334 1.959 -5.508
H -0.284 4.201 -5.076
H 0.052 3.729 -3.421
H -2.667 4.442 -4.604
H -1.704 5.398 -3.486
H -3.033 2.710 -2.872
H -3.503 4.284 -2.236
H -1.956 3.579 -1.748

=====

Here is 17 unconnected molecules or ions with the total composition C68H146N10O7 in a non-equilibrium geometry from the Open Molecules 2025 dataset. Energies are from ωB97M-V/def2-TZVPD.

Output
HOMO level ... -8.13 eV
Frontier orbital gap ... 8.63 eV
LUMO level ... 0.498 eV

Cartesian coordinates (Å):
C -5.855 -0.210 -2.415
C -6.189 1.188 -2.693
N -6.570 2.256 -2.787
H -5.636 -0.294 -1.336
H -4.901 -0.527 -2.872
H -6.653 -0.880 -2.716
C 3.501 2.907 -1.588
C 4.355 3.180 -2.731
N 5.084 3.287 -3.587
H 4.009 2.195 -0.873
H 2.614 2.379 -1.962
H 3.263 3.880 -1.148
C 3.845 -3.202 1.566
C 3.484 -4.418 2.235
N 3.176 -5.416 2.769
H 3.008 -2.544 1.528
H 4.127 -3.458 0.518
H 4.588 -2.679 2.181
C -1.182 -0.681 -3.874
C -0.339 -1.842 -4.106
N 0.340 -2.736 -4.292
H -1.915 -0.939 -3.127
H -1.751 -0.539 -4.760
H -0.552 0.206 -3.771
C -1.521 -4.237 -1.602
C -2.476 -3.164 -1.674
N -3.250 -2.333 -1.900
H -1.835 -4.942 -0.788
H -0.539 -3.862 -1.387
H -1.537 -4.931 -2.426
C -5.746 4.028 3.532
C -4.479 3.825 2.715
N -4.503 2.732 1.728
C -4.689 1.437 2.293
C -3.518 0.898 3.129
C -3.458 2.817 0.761
C -3.795 2.096 -0.549
H -6.557 3.670 2.929
H -5.933 5.042 3.849
H -5.682 3.439 4.456
H -4.204 4.711 2.088
H -3.588 3.751 3.417
H -5.609 1.516 2.885
H -4.900 0.736 1.513
H -2.685 0.618 2.477
H -3.178 1.601 3.897
H -3.859 -0.004 3.605
H -2.469 2.483 1.158
H -3.380 3.866 0.504
H -3.647 0.967 -0.476
H -3.040 2.501 -1.312
H -4.785 2.428 -0.894
C 2.523 1.247 4.554
C 2.335 -0.242 4.641
N 1.466 -0.810 3.579
C 0.087 -0.230 3.507
C -0.810 -0.410 4.763
C 1.368 -2.267 3.720
C 0.450 -2.918 2.719
H 2.497 1.563 3.470
H 3.397 1.604 5.089
H 1.675 1.684 5.123
H 3.281 -0.774 4.512
H 1.904 -0.517 5.655
H 0.116 0.849 3.214
H -0.395 -0.641 2.615
H -0.313 -0.037 5.666
H -1.663 0.262 4.626
H -1.193 -1.358 5.031
H 1.093 -2.528 4.763
H 2.364 -2.657 3.619
H 0.619 -4.012 2.911
H 0.642 -2.694 1.653
H -0.616 -2.708 2.889
C 7.558 3.272 -0.208
C 7.417 1.872 0.394
N 6.485 1.005 -0.262
C 5.921 0.022 0.671
C 4.869 0.650 1.611
C 6.938 0.461 -1.502
C 5.845 -0.110 -2.401
H 6.818 3.899 0.294
H 7.339 3.240 -1.279
H 8.582 3.667 0.016
H 8.434 1.395 0.473
H 7.120 1.904 1.421
H 5.443 -0.808 0.109
H 6.718 -0.559 1.236
H 4.005 1.049 1.122
H 4.480 -0.082 2.290
H 5.306 1.481 2.220
H 7.691 -0.346 -1.476
H 7.427 1.289 -1.997
H 4.909 0.417 -2.321
H 5.651 -1.154 -2.093
H 6.275 -0.141 -3.418
C -3.633 6.436 -3.140
C -2.980 5.422 -2.185
N -1.666 5.846 -1.740
C -0.883 4.775 -1.187
C -0.490 3.822 -2.311
C -1.629 7.071 -0.939
C -2.318 7.119 0.432
H -4.033 7.329 -2.620
H -4.444 5.897 -3.613
H -2.973 6.693 -3.959
H -3.745 5.135 -1.402
H -2.760 4.513 -2.772
H 0.002 5.199 -0.724
H -1.354 4.254 -0.370
H 0.280 3.085 -1.950
H -1.318 3.307 -2.722
H 0.029 4.365 -3.081
H -2.157 7.793 -1.551
H -0.612 7.397 -0.856
H -3.275 6.577 0.348
H -2.514 8.169 0.729
H -1.685 6.611 1.222
C 2.924 -5.842 -0.915
C 4.321 -5.522 -1.355
N 4.579 -4.291 -2.057
C 6.035 -4.257 -2.266
C 6.763 -3.687 -1.081
C 3.821 -4.214 -3.300
C 3.851 -2.881 -3.983
H 2.265 -6.018 -1.733
H 2.441 -5.092 -0.270
H 2.924 -6.788 -0.376
H 4.973 -5.531 -0.439
H 4.614 -6.369 -2.037
H 6.336 -5.258 -2.490
H 6.174 -3.661 -3.142
H 6.459 -2.638 -0.928
H 6.608 -4.379 -0.244
H 7.812 -3.726 -1.368
H 2.823 -4.451 -2.953
H 4.183 -4.991 -3.977
H 4.838 -2.675 -4.413
H 3.708 -2.126 -3.187
H 3.036 -2.841 -4.751
C 0.452 4.623 4.564
C 0.783 5.329 3.252
C 0.838 4.151 2.299
O -0.110 3.219 2.765
C -0.463 3.514 4.096
H 0.058 5.297 5.356
H 1.336 4.156 5.014
H 1.712 5.884 3.291
H -0.061 5.972 3.047
H 1.832 3.712 2.366
H 0.548 4.339 1.235
H -0.349 2.612 4.752
H -1.536 3.822 4.157
C -4.163 3.098 -5.528
C -3.017 4.024 -5.932
C -1.922 3.000 -6.253
O -2.139 1.909 -5.325
C -3.418 2.089 -4.656
H -4.673 2.612 -6.341
H -4.918 3.658 -5.004
H -2.684 4.702 -5.147
H -3.336 4.686 -6.732
H -0.962 3.465 -6.088
H -1.977 2.668 -7.282
H -3.275 2.494 -3.641
H -3.857 1.095 -4.651
C 2.322 1.020 -4.861
C 1.494 2.312 -5.122
C 2.139 2.781 -6.397
O 2.184 1.628 -7.192
C 2.625 0.521 -6.326
H 1.686 0.323 -4.270
H 3.310 1.201 -4.362
H 1.574 3.054 -4.332
H 0.442 2.090 -5.199
H 3.143 3.223 -6.256
H 1.625 3.537 -7.017
H 3.659 0.376 -6.617
H 2.094 -0.390 -6.542
C 1.153 0.331 -0.068
C 1.956 -0.426 -1.119
C 1.364 -1.806 -1.012
O -0.018 -1.638 -0.628
C -0.300 -0.241 -0.236
H 1.142 1.430 -0.130
H 1.388 0.056 0.974
H 3.034 -0.444 -0.934
H 1.737 0.046 -2.085
H 1.874 -2.444 -0.300
H 1.315 -2.328 -1.945
H -0.809 -0.231 0.745
H -0.881 0.206 -1.048
C -6.478 -1.846 0.644
C -6.996 -2.244 1.993
C -5.873 -1.851 2.903
O -4.669 -2.101 2.242
C -4.962 -2.173 0.823
H -6.503 -0.764 0.467
H -6.778 -2.406 -0.238
H -7.227 -3.354 2.006
H -7.944 -1.735 2.214
H -5.842 -2.404 3.870
H -5.938 -0.799 3.273
H -4.700 -3.177 0.613
H -4.190 -1.483 0.412
C -0.948 -8.202 1.114
C 0.003 -7.063 0.914
C -0.829 -5.874 1.467
O -2.179 -6.127 1.169
C -2.301 -7.482 0.772
H -0.835 -8.476 2.189
H -0.744 -9.067 0.509
H 0.308 -6.899 -0.095
H 0.954 -7.099 1.440
H -0.577 -4.895 1.058
H -0.664 -5.768 2.567
H -2.561 -7.511 -0.273
H -3.145 -7.943 1.294
C -3.390 -3.973 5.227
C -3.108 -2.865 6.354
C -1.689 -3.246 6.921
O -1.074 -3.963 5.843
C -2.087 -4.759 5.277
H -3.642 -3.550 4.288
H -4.240 -4.614 5.422
H -3.843 -2.903 7.180
H -2.966 -1.863 5.945
H -1.838 -3.858 7.784
H -0.964 -2.479 7.225
H -2.127 -5.659 5.923
H -1.743 -5.055 4.274

=====

Here is 2 unconnected molecules or ions with the total composition C4H3Cl3O2 in a non-equilibrium geometry from the Open Molecules 2025 dataset. Energies are from ωB97M-V/def2-TZVPD.

Output
HOMO level ... -8.79 eV
Frontier orbital gap ... 8.07 eV
LUMO level ... -0.729 eV
Energy relative to the best compared isomer or geometry (same formula, charge and spin) ... 48.83 kcal/mol

Cartesian coordinates (Å):
C 0.040 -0.038 2.172
C 0.250 0.227 -0.899
C 0.470 1.190 -0.003
C -2.620 0.157 -0.620
O -0.653 -0.894 1.735
O 0.410 1.067 1.450
Cl 0.786 2.818 -0.410
Cl -3.200 -1.034 0.403
Cl -2.698 1.763 -0.159
H 0.372 0.047 3.110
H 0.213 0.603 -1.898
H -0.147 -0.758 -0.583

=====

no.,E_tot (eV)
1,-109223.1672
2,-102110.2099
3,-45854.4044